The following is a quantum chemistry calculation of a cluster of 12 separate species, C71H176N12O21 in total at a distorted geometry, from OMol25.

```
280
Properties=species:S:1:pos:R:3:forces:R:3
C -2.5966 1.2796 -3.5689 0.4 0.2 -1.7
C -4.1031 1.5558 -3.4641 0.6 1.1 1.3
C -4.7106 0.3390 -2.8155 -1.1 -0.7 -0.2
C -4.2309 2.7410 -2.4295 0.9 -0.3 0.4
C -4.0516 4.1489 -2.9760 -1.0 -0.3 -0.4
C -4.9134 4.3291 -4.2047 0.5 0.2 -1.2
C -4.7288 3.2815 -5.3304 -0.5 -1.0 0.8
C -5.8583 3.4938 -6.3515 -0.2 0.2 -0.2
C -3.4038 3.4497 -6.0663 0.0 -0.5 0.2
N -4.8566 1.8896 -4.6770 0.0 4.1 2.2
O -4.9574 0.8837 -5.5414 0.1 -2.1 -2.1
H -2.0111 2.1802 -3.7541 -0.1 0.3 0.1
H -2.1134 0.7920 -2.7222 -0.5 -0.1 0.1
H -2.4280 0.6884 -4.4690 0.1 -0.4 0.0
H -5.7835 0.4832 -2.6890 -0.1 0.4 0.6
H -4.7415 -0.5629 -3.4268 0.8 0.0 -0.3
H -4.2215 0.0861 -1.8748 -0.1 0.2 0.0
H -5.0753 2.5851 -1.7581 -0.4 0.3 -0.3
H -3.3518 2.6676 -1.7893 -0.1 -0.6 0.4
H -4.3598 4.9380 -2.2900 0.0 -0.3 0.5
H -2.9931 4.3408 -3.1516 0.0 -0.1 -0.4
H -4.6221 5.2767 -4.6579 -0.2 0.3 -0.2
H -5.9768 4.4085 -3.9787 0.0 -0.2 0.3
H -5.6657 3.0664 -7.3356 0.2 -0.2 0.1
H -5.9737 4.5672 -6.5015 0.2 0.2 -0.1
H -6.8642 3.1838 -6.0684 0.2 -0.4 0.5
H -3.3433 4.3435 -6.6873 -0.2 0.1 0.1
H -3.3345 2.5817 -6.7219 0.4 0.0 -0.1
H -2.5739 3.4545 -5.3597 0.1 0.0 -0.2
H -5.8603 0.5795 -5.4237 -0.1 -0.3 -0.3
C 2.2280 -4.7241 4.9553 1.6 1.2 -0.7
O 1.8123 -3.6684 4.0669 -0.6 -0.4 1.2
C 0.3826 -3.4770 4.0628 0.3 -0.1 -0.9
C 0.0866 -2.1678 3.2699 1.3 0.6 0.9
C 0.6117 -0.9222 4.0170 1.0 0.1 0.5
N -1.2916 -1.9159 2.9417 -0.6 -1.0 0.6
H 3.3121 -4.6674 4.8576 0.2 -0.1 0.1
H 2.0159 -5.7531 4.6650 -0.9 0.1 -0.1
H 2.0643 -4.5134 6.0121 -0.7 0.0 0.0
H 0.0484 -4.3504 3.5029 -0.8 0.0 -0.2
H -0.0437 -3.5338 5.0644 0.0 0.3 0.2
H 0.6875 -2.3552 2.3800 0.2 0.3 -0.4
H 1.6407 -0.6439 3.7893 0.2 -0.3 -0.4
H 0.6539 -1.0635 5.0970 -0.3 -0.3 0.2
H 0.0562 0.0059 3.8824 -0.5 -0.3 -0.4
H -1.3154 -1.3189 2.1274 0.3 0.5 -0.2
H -1.5971 -2.7930 2.5448 -0.4 -0.2 -0.2
C 1.7875 2.9709 3.2470 -0.7 0.1 -0.6
O 1.9674 3.8262 4.3429 0.3 -0.1 0.4
C 1.0953 3.5665 5.4179 -0.1 -0.3 0.4
C 1.4030 4.5170 6.5360 0.0 1.0 2.6
C 0.4018 4.4650 7.7145 -0.4 -1.1 -0.9
N 1.5766 5.8878 6.0470 0.1 -0.7 -0.6
H 2.7315 2.8394 2.7182 0.0 -0.1 0.2
H 1.0572 3.4191 2.5734 0.0 0.2 -0.4
H 1.3172 2.0225 3.5067 0.5 -0.3 0.3
H 0.0423 3.6575 5.1515 -0.2 0.1 -0.4
H 1.2609 2.5542 5.7866 -0.1 -0.3 0.0
H 2.3774 4.2951 6.9713 0.2 -0.9 0.0
H 0.4637 5.1951 8.5216 0.7 0.2 -0.3
H 0.4902 3.4677 8.1454 -0.1 -0.1 0.3
H -0.6161 4.5455 7.3331 -0.1 0.1 -0.1
H 2.3324 6.2222 6.6276 -0.1 0.7 0.2
H 2.0883 5.5610 5.2399 0.3 1.3 -1.2
C 7.3536 -4.4254 -2.7967 -0.3 0.7 0.7
O 7.9792 -3.9846 -1.5619 -1.1 -0.1 -1.7
C 8.9875 -4.8553 -1.1757 0.2 -0.5 0.7
C 9.3245 -4.6303 0.2785 0.9 -0.2 -1.6
N 8.2145 -4.9200 1.1086 -0.5 -0.3 1.4
C 8.3041 -4.2983 2.4344 -1.7 0.1 0.0
C 6.8507 -4.0468 3.0115 2.1 0.4 -1.8
O 6.1674 -3.3272 1.9598 0.7 -0.9 1.4
C 4.8332 -3.0706 2.2849 -0.3 0.2 -0.1
H 6.5037 -3.7846 -3.0314 0.2 0.4 0.2
H 6.8966 -5.4092 -2.6898 0.4 -0.3 0.1
H 8.0262 -4.3683 -3.6526 0.3 -0.2 0.1
H 9.9063 -4.7687 -1.7557 0.1 0.3 -0.4
H 8.6808 -5.8994 -1.2371 -0.3 -0.2 -0.3
H 9.7068 -3.6140 0.3737 0.2 0.3 0.3
H 10.1602 -5.3280 0.3323 0.2 -0.1 1.1
H 7.4109 -4.4470 0.7205 -0.2 -0.1 -0.5
H 8.7546 -3.3165 2.2888 0.2 0.3 0.5
H 8.8455 -4.8479 3.2044 0.3 -0.3 -0.3
H 7.0609 -3.4319 3.8866 -0.7 0.2 0.2
H 6.3474 -4.9777 3.2727 -0.2 0.0 -0.1
H 4.2611 -3.9574 2.5576 0.0 -0.4 -0.4
H 4.4524 -2.6045 1.3761 -0.5 0.1 0.3
H 4.7317 -2.4425 3.1699 0.1 0.6 -0.1
C -0.6966 3.9871 -1.1401 -0.7 -0.8 -0.6
O 0.4553 4.6839 -1.4651 1.1 0.8 -0.4
C 1.5431 3.7607 -1.6220 0.7 0.1 1.3
C 2.8204 4.4899 -1.9865 -0.2 0.5 -0.9
N 2.5789 5.1196 -3.3051 0.3 -0.9 1.9
C 3.5708 6.1213 -3.6469 -0.7 -0.7 -1.8
C 4.7915 5.3612 -4.2636 1.1 1.8 0.6
O 5.9262 6.2499 -4.6146 -1.4 -0.5 -1.0
C 5.8804 6.9237 -5.8967 0.5 0.4 1.1
H -0.9810 3.4853 -2.0650 -0.5 -0.7 0.1
H -1.5648 4.5782 -0.8487 0.5 0.7 0.0
H -0.5067 3.2676 -0.3436 0.0 -0.3 0.1
H 1.3904 2.9646 -2.3506 -0.6 0.0 -0.2
H 1.6504 3.3316 -0.6258 0.3 -0.6 0.0
H 3.7160 3.8736 -2.0646 -0.3 -0.7 0.1
H 3.0837 5.2229 -1.2239 -0.3 0.4 0.2
H 1.6369 5.4600 -3.1752 0.0 0.8 -0.6
H 3.8230 6.8528 -2.8791 0.3 -0.2 0.3
H 2.9980 6.6477 -4.4104 0.7 0.6 -0.5
H 4.4924 4.6862 -5.0654 -0.1 0.3 -0.3
H 5.2760 4.7420 -3.5087 -0.3 -0.1 0.2
H 5.6317 6.3028 -6.7573 -0.2 -0.3 0.2
H 6.8747 7.3461 -6.0422 0.3 -0.5 0.0
H 5.2921 7.8412 -5.8819 -0.8 -0.2 0.1
C 3.2723 0.3758 0.3194 -0.4 -0.3 1.9
O 1.8539 0.5872 0.4094 0.7 0.0 -0.9
C 1.2034 -0.3270 -0.4652 -1.2 0.1 -0.7
C -0.2373 0.1179 -0.6817 0.8 0.9 0.8
N -0.9371 0.2087 0.5824 -1.2 -0.9 -0.1
C -2.3372 0.5940 0.4093 0.0 -0.6 1.9
C -3.0585 0.7392 1.7916 -0.4 1.3 -1.1
O -4.2334 1.4789 1.4330 -1.7 0.2 0.9
C -5.2631 1.5277 2.4755 0.9 -0.7 -0.6
H 3.4074 -0.6354 0.7033 0.5 -0.6 -0.9
H 3.8070 0.9058 1.1076 -0.6 0.8 0.1
H 3.7735 0.6589 -0.6062 -0.5 -0.4 -0.4
H 1.1807 -1.3593 -0.1159 0.3 -0.2 0.6
H 1.6286 -0.3575 -1.4684 0.6 0.3 0.0
H -0.7539 -0.5230 -1.3962 -0.1 -0.2 0.3
H -0.1921 1.1139 -1.1222 0.0 0.3 -0.5
H -0.4674 0.8135 1.2409 0.2 0.2 -0.1
H -2.9186 -0.1977 -0.0631 0.3 -0.1 -0.6
H -2.4415 1.5197 -0.1566 -0.2 0.2 0.0
H -2.4662 1.3384 2.4832 0.3 0.0 0.2
H -3.3565 -0.1718 2.3106 0.3 -0.4 -0.3
H -5.4856 0.5203 2.8271 0.5 -0.3 0.4
H -6.2587 1.8128 2.1356 0.4 0.7 -0.8
H -4.9476 2.1825 3.2878 0.0 -0.1 0.1
C -10.9193 -4.7101 1.4135 0.6 0.1 -1.1
O -10.5269 -4.4591 0.0466 1.0 0.6 0.5
C -9.5890 -3.3298 -0.0119 -2.3 0.1 0.1
C -9.4224 -2.7852 -1.4278 1.2 -0.9 0.2
N -8.6000 -3.6643 -2.3138 0.5 0.6 1.7
C -7.1949 -3.9054 -1.8173 0.9 1.5 -1.4
C -6.3047 -2.6340 -1.5019 -0.4 -1.5 -0.6
O -6.5780 -2.1955 -0.2095 -1.1 1.3 0.2
C -6.5328 -0.7834 -0.0440 0.6 -0.5 1.5
H -11.4687 -3.8694 1.8371 -0.1 0.2 -0.1
H -10.0136 -4.8528 2.0031 0.0 -0.2 0.3
H -11.5427 -5.6043 1.4152 0.1 0.1 0.0
H -8.6382 -3.4628 0.5042 0.1 -0.7 -0.2
H -10.0957 -2.5555 0.5641 0.0 0.5 0.1
H -8.8973 -1.8440 -1.2648 -0.1 0.2 -0.4
H -10.3549 -2.6239 -1.9685 -0.1 0.1 0.4
H -9.0811 -4.5452 -2.2015 0.1 -0.5 -0.5
H -6.7203 -4.3100 -2.7113 0.2 -0.4 0.1
H -7.0135 -4.6080 -1.0040 -0.5 -0.1 0.3
H -6.3285 -1.8711 -2.2800 -0.8 0.3 0.1
H -5.2447 -2.8878 -1.5013 0.2 -0.7 -0.2
H -6.8401 -0.6031 0.9861 -0.2 -0.1 0.1
H -7.1987 -0.1650 -0.6459 0.1 -0.3 -0.6
H -5.4886 -0.4712 -0.0581 0.0 0.5 -0.5
C -8.8250 0.2950 9.9019 0.7 0.9 0.4
O -8.9831 1.6159 10.4918 0.8 -0.2 -0.5
C -7.7499 2.3732 10.6757 -0.3 0.0 0.0
C -6.8632 2.4872 9.3934 -0.4 -0.8 1.7
N -5.7668 3.4675 9.5439 -1.4 0.0 -0.4
C -6.1921 4.8280 9.1488 0.0 0.2 0.7
C -6.5472 4.9765 7.6855 0.8 -0.5 -0.4
O -5.4743 4.3509 6.9946 -0.3 0.4 -0.9
C -5.6958 4.2938 5.5873 0.2 -0.1 0.5
H -8.5239 0.3509 8.8558 -0.6 0.2 -0.3
H -9.7366 -0.2822 10.0566 -0.1 0.4 -0.2
H -8.0055 -0.2854 10.3257 0.1 0.1 0.7
H -7.2245 1.9412 11.5275 0.5 -0.5 -0.3
H -7.9717 3.3614 11.0788 -0.8 0.1 -0.4
H -7.5359 2.6308 8.5478 0.1 0.1 -0.2
H -6.4862 1.4646 9.3764 0.6 0.2 -0.8
H -5.0554 3.2379 8.8647 0.2 -0.2 0.1
H -5.3561 5.4661 9.4353 0.0 0.2 -0.4
H -7.0323 5.1928 9.7397 -0.1 -0.3 0.2
H -6.6235 6.0030 7.3268 0.0 0.3 0.4
H -7.4886 4.4933 7.4239 -0.2 -0.2 0.1
H -4.7095 4.1876 5.1356 -0.2 -0.3 -0.2
H -6.1832 5.1707 5.1612 0.1 0.5 0.3
H -6.3790 3.4754 5.3603 0.2 -0.4 -0.2
C -6.1407 -3.1752 2.5401 0.0 -0.6 -0.2
O -5.1381 -4.0734 2.1638 1.6 -0.5 -0.1
C -3.9628 -4.0409 2.9899 0.8 -1.3 -0.7
C -2.8179 -4.9270 2.3435 -0.1 1.2 0.2
N -1.9250 -4.2279 1.3489 -1.9 -1.1 1.2
C -2.7718 -3.9031 0.2135 1.9 -0.4 -2.2
C -3.0613 -5.1026 -0.7175 -0.6 0.0 -0.4
O -1.8684 -5.6923 -1.2637 1.1 -0.3 0.8
C -2.0616 -6.8865 -2.0369 -1.1 0.6 0.0
H -6.9539 -3.3491 1.8354 -0.1 0.0 0.3
H -5.8149 -2.1488 2.3718 0.0 0.3 0.5
H -6.4145 -3.4486 3.5591 -0.4 0.7 0.2
H -4.1262 -4.5025 3.9637 -0.6 -0.1 0.2
H -3.6110 -3.0353 3.2203 0.0 0.3 -0.4
H -3.2294 -5.8149 1.8634 -0.5 0.0 0.2
H -2.1374 -5.2954 3.1111 -0.2 0.1 0.4
H -1.3421 -5.0206 1.1208 0.7 0.3 -0.8
H -2.1860 -3.3085 -0.4875 0.3 0.7 0.2
H -3.6409 -3.3011 0.4788 -0.1 -0.5 0.1
H -3.5842 -4.6977 -1.5839 -0.6 0.0 0.0
H -3.6822 -5.8339 -0.1999 -0.1 -0.4 -0.2
H -2.6964 -7.5557 -1.4560 -0.3 -0.2 -0.3
H -1.2090 -7.4709 -2.3827 0.9 0.6 1.0
H -2.4769 -6.6162 -3.0077 -0.8 0.0 0.0
C -0.0277 -4.2527 -3.3667 -0.6 1.5 0.9
O 0.1989 -3.1158 -4.2314 0.6 0.2 0.5
C -0.0539 -1.8039 -3.6160 -1.1 -0.3 -1.5
C 0.3239 -0.5581 -4.5003 0.8 -1.3 0.1
N 1.5848 -0.0690 -4.0694 0.8 1.1 1.3
C 2.2170 1.0577 -4.7522 1.5 -1.3 1.9
C 3.6229 1.2302 -3.9864 0.1 0.5 -1.8
O 4.5083 0.1992 -4.4368 0.0 0.0 1.0
C 5.8077 0.1576 -3.7905 -1.2 0.1 -1.0
H -1.0432 -4.2404 -2.9710 -0.4 0.0 -0.4
H 0.5430 -4.1855 -2.4405 0.5 0.1 0.0
H 0.1532 -5.2478 -3.7731 0.2 0.5 -0.8
H 0.3722 -1.6604 -2.6231 0.4 -0.5 -0.1
H -1.1391 -1.7382 -3.5387 -0.3 -0.1 0.4
H -0.4259 0.2250 -4.3885 -0.1 -0.2 0.0
H 0.4529 -0.7976 -5.5558 -0.9 -0.5 -0.5
H 2.2480 -0.8077 -3.8834 0.1 -0.1 -0.2
H 1.5756 1.9384 -4.7194 0.2 0.2 0.2
H 2.4399 0.8139 -5.7909 0.2 0.2 -0.3
H 3.6515 1.2926 -2.8986 -0.9 -0.4 0.2
H 4.0975 2.1577 -4.3068 -0.2 0.5 -0.2
H 6.1835 1.1626 -3.5985 0.0 0.1 0.0
H 6.4225 -0.3257 -4.5498 0.3 -0.1 0.3
H 5.7787 -0.4117 -2.8615 0.0 -0.1 0.1
C 4.5841 4.6685 1.3103 1.1 -0.9 -0.2
O 5.2490 3.3747 1.3781 -0.7 0.2 0.4
C 6.6127 3.4022 0.9774 0.1 0.8 0.3
C 7.3342 2.0873 1.1148 -0.8 -0.1 -0.1
N 6.5520 1.1198 0.3911 0.5 0.3 -0.7
C 6.8984 -0.2403 0.6533 -0.9 -1.0 0.1
C 8.1620 -0.7264 0.0520 1.7 0.0 -1.1
O 9.4401 -0.2257 0.5682 -2.1 1.0 -2.1
C 9.6590 -0.4408 1.8983 1.3 -0.8 0.8
H 5.0618 5.3204 2.0417 -0.2 0.2 0.1
H 3.5143 4.5671 1.4928 0.2 -0.3 0.2
H 4.7015 5.0933 0.3134 0.1 0.1 -0.1
H 7.2047 4.1108 1.5565 -0.2 0.5 0.1
H 6.6121 3.7084 -0.0688 0.4 0.0 -0.2
H 7.4227 1.6824 2.1229 0.2 0.7 0.7
H 8.3397 2.2598 0.7312 0.0 -0.3 -0.2
H 5.5914 1.3337 0.6183 0.0 -0.3 0.0
H 6.1253 -0.8130 0.1411 -0.1 -0.4 0.0
H 6.8757 -0.5979 1.6827 -0.3 0.4 0.7
H 8.1102 -0.4437 -0.9994 0.5 0.3 -0.1
H 8.2179 -1.8136 -0.0022 -0.2 -0.2 0.5
H 8.8179 -0.2852 2.5739 -0.1 -0.1 0.0
H 10.4920 0.1924 2.2036 -0.1 0.3 0.1
H 10.0759 -1.4466 1.9489 -0.3 -0.5 0.9
C 3.2977 -2.9853 -1.9724 -0.2 1.6 -0.3
O 3.2499 -2.4555 -3.3449 -0.2 -1.4 2.4
C 3.3033 -3.5191 -4.2700 0.8 -0.3 -0.6
C 3.0692 -2.9360 -5.6617 0.4 -1.0 0.7
N 4.2610 -2.1894 -6.0744 -0.1 -0.2 -0.7
C 4.2391 -1.7752 -7.4905 -0.9 1.1 0.4
C 5.2653 -0.6884 -7.8989 -0.1 -1.7 0.7
O 4.9653 0.5334 -7.2653 0.8 0.7 -0.4
C 5.8942 1.6042 -7.5687 -1.0 -0.3 0.3
H 2.4499 -3.6170 -1.7075 0.1 -0.4 -0.5
H 3.1948 -2.1434 -1.2878 0.0 0.4 -0.3
H 4.2495 -3.4229 -1.6710 0.1 -0.4 -0.6
H 2.6986 -4.3934 -4.0290 -1.2 0.5 0.1
H 4.2708 -4.0167 -4.2035 0.7 0.4 -0.3
H 2.1189 -2.4057 -5.5993 0.0 0.5 -0.2
H 2.8525 -3.7985 -6.2919 0.3 0.0 -0.5
H 4.2828 -1.3762 -5.4758 0.2 0.4 0.0
H 3.2854 -1.2965 -7.7131 -0.6 0.0 -0.2
H 4.2802 -2.6604 -8.1253 0.4 0.0 -0.1
H 5.2987 -0.6168 -8.9860 -0.2 0.2 -0.2
H 6.2080 -1.1361 -7.5844 0.7 0.5 0.2
H 5.7703 1.9925 -8.5796 0.0 -0.4 -0.4
H 6.9370 1.3405 -7.3923 0.0 -0.2 0.0
H 5.6279 2.4558 -6.9427 0.0 -0.2 0.3
```
Forces are in eV/Å.

Energy relative to the best compared isomer or geometry (same formula, charge and spin), kcal/mol: 20.0
HOMO energy, eV: -8.01
DFT total energy, eV: -137339.75689
Orbital gap, eV: 8.4
SMILES: CC1(C)CCCC(C)(C)N1O.COC[C@H](C)N.COC[C@H](C)N.COCCNCCOC.COCCNCCOC.COCCNCCOC.COCCNCCOC.COCCNCCOC.COCCNCCOC.COCCNCCOC.COCCNCCOC.COCCNCCOC
LUMO energy, eV: 0.351